{
  "formula": "C67H67CrN4O5",
  "method": "ωB97M-V/def2-TZVPD",
  "spin_multiplicity": 3,
  "homo_lumo_gap_ev": [5.40, 4.53],
  "total_energy_ha": -4232.54049,
  "e_lumo_ev": [-3.329, -5.147],
  "charge": 1,
  "species": ["C", "C", "C", "C", "C", "C", "C", "C", "C", "C", "C", "C", "C", "C", "N", "C", "C", "C", "C", "C", "C", "N", "O", "O", "C", "C", "N", "C", "C", "C", "C", "C", "C", "C", "C", "C", "C", "C", "C", "C", "C", "C", "C", "C", "C", "C", "C", "C", "N", "H", "H", "H", "H", "H", "H", "H", "H", "H", "H", "H", "H", "H", "H", "H", "H", "H", "H", "H", "H", "H", "H", "H", "H", "H", "H", "H", "H", "H", "H", "H", "H", "H", "H", "H", "H", "H", "H", "H", "H", "H", "H", "H", "H", "H", "H", "H", "H", "H", "H", "H", "H", "O", "C", "Cr", "C", "O", "C", "O", "C", "C", "C", "C", "C", "C", "C", "C", "C", "C", "C", "C", "C", "C", "C", "C", "C", "C", "C", "C", "C", "H", "H", "H", "H", "H", "H", "H", "H", "H", "H", "H", "H", "H", "H", "H"],
  "coordinates": [[-0.5278, 1.5993, 1.5724], [0.3018, 1.3307, 0.3263], [-0.3584, 0.1939, -0.4587], [0.2502, 2.6223, -0.5031], [1.7985, 0.9647, 0.5737], [2.6031, 0.9489, -0.5728], [3.9834, 0.9167, -0.4811], [4.5844, 0.7703, 0.7643], [3.8287, 0.4957, 1.9030], [4.5511, 0.0045, 3.1956], [4.2693, 0.9352, 4.3770], [6.0750, -0.0279, 3.0308], [4.1387, -1.4384, 3.4859], [2.4137, 0.6172, 1.7960], [1.5743, 0.1954, 2.9099], [0.8610, -0.9791, 2.9584], [0.9877, -1.8906, 1.9277], [0.5319, -3.2620, 2.0680], [0.9848, -4.1034, 3.1233], [0.2845, -5.2485, 3.4541], [-0.9058, -5.5314, 2.7455], [-1.9541, -6.1987, 3.4432], [-3.0762, -6.2570, 2.9098], [-1.7083, -6.6489, 4.5872], [-1.2031, -4.8889, 1.5270], [-0.4626, -3.7706, 1.1858], [0.0754, -0.8984, 4.1284], [-0.6975, -1.9112, 4.8441], [-0.1722, -2.5953, 5.9846], [1.1072, -2.3517, 6.8538], [0.6723, -2.0344, 8.2971], [2.0174, -1.2218, 6.4278], [1.9586, -3.6321, 6.8436], [-0.8986, -3.6815, 6.4937], [-2.0648, -4.1390, 5.9074], [-2.6426, -3.3660, 4.9072], [-2.0506, -2.1796, 4.4631], [-2.9442, -1.2724, 3.5560], [-4.4144, -1.7155, 3.6045], [-2.4674, -1.3999, 2.1159], [-2.9437, 0.1918, 3.9852], [0.2828, 0.4118, 4.6384], [-0.3573, 1.0602, 5.7947], [-1.2661, 0.4584, 6.7088], [-1.9049, 1.2235, 7.6891], [-1.6213, 2.5909, 7.8058], [-0.6771, 3.1946, 6.9597], [-0.0488, 2.4355, 5.9752], [1.1767, 1.0684, 3.9119], [-0.0843, 2.3593, 2.2217], [-1.5288, 1.9518, 1.2750], [-0.6926, 0.6854, 2.1470], [0.1065, 0.0640, -1.4435], [-0.2522, -0.7529, 0.0885], [-1.4300, 0.3920, -0.6026], [0.7100, 2.5077, -1.4917], [-0.7929, 2.9295, -0.6514], [0.7722, 3.4236, 0.0364], [2.1380, 1.0025, -1.5576], [4.5950, 1.0049, -1.3805], [5.6697, 0.8250, 0.8246], [3.2099, 1.1488, 4.5068], [4.6511, 0.4979, 5.3096], [4.7726, 1.8957, 4.2102], [6.3824, -0.6937, 2.2172], [6.4761, 0.9741, 2.8441], [6.5434, -0.4022, 3.9522], [4.5301, -2.1033, 2.7042], [4.5134, -1.7695, 4.4637], [3.0554, -1.5529, 3.4703], [1.5110, -1.5883, 1.0277], [1.8683, -3.8038, 3.6891], [0.5646, -5.8879, 4.2900], [-2.0441, -5.2470, 0.9393], [-0.6793, -3.2193, 0.2634], [0.1291, -2.8604, 8.7671], [1.5542, -1.8191, 8.9148], [0.0276, -1.1465, 8.3128], [2.3146, -1.3162, 5.3769], [1.5631, -0.2417, 6.6070], [2.9381, -1.2573, 7.0337], [2.1850, -3.9314, 5.8111], [2.9114, -3.4568, 7.3659], [1.4560, -4.4708, 7.3392], [-0.5364, -4.2144, 7.3753], [-2.5521, -5.0400, 6.2678], [-3.6131, -3.6984, 4.5352], [-4.7787, -1.7511, 4.6378], [-5.0362, -0.9940, 3.0607], [-4.5586, -2.6923, 3.1296], [-1.3775, -1.3071, 2.0692], [-2.7201, -2.3913, 1.7176], [-2.9138, -0.6308, 1.4679], [-1.9561, 0.6489, 3.9090], [-3.6208, 0.7657, 3.3353], [-3.2925, 0.2931, 5.0199], [-1.4861, -0.6076, 6.6196], [-2.6276, 0.7362, 8.3518], [-2.1416, 3.1833, 8.5577], [-0.4326, 4.2548, 7.0565], [0.6838, 2.8851, 5.3000], [8.4460, -0.0221, 0.4523], [8.4667, -0.0771, -0.7119], [8.3133, -0.2784, -2.5945], [6.7733, -1.2324, -2.0968], [5.8466, -1.8420, -1.7320], [9.0568, -2.0301, -2.4640], [9.3676, -3.1446, -2.3114], [9.9001, 0.9293, -3.4428], [8.9890, 1.7906, -2.8165], [7.6267, 1.6820, -3.0888], [7.1410, 0.7390, -4.0227], [5.7245, 0.3952, -3.9950], [4.5476, 0.0572, -4.0834], [3.2156, -0.2001, -4.4131], [2.9793, -1.4714, -5.0903], [4.0135, -2.4578, -5.1351], [3.9837, -3.4946, -6.0740], [2.8507, -3.6590, -6.8960], [1.7987, -2.7430, -6.8165], [1.8513, -1.6831, -5.9166], [2.3808, 0.9819, -4.6809], [2.9833, 2.1905, -5.1260], [2.2333, 3.1449, -5.8225], [0.8528, 2.9821, -5.9699], [0.2204, 1.8900, -5.3686], [0.9655, 0.9609, -4.6434], [8.0856, -0.0673, -4.7052], [9.4498, 0.0332, -4.4259], [10.9575, 0.9739, -3.1774], [9.3393, 2.5155, -2.0818], [6.8848, 2.2849, -2.5595], [4.8584, -2.3629, -4.4490], [4.8227, -4.1892, -6.1623], [2.8058, -4.4856, -7.6132], [0.9176, -2.8463, -7.4589], [1.0106, -0.9905, -5.8953], [4.0558, 2.3183, -4.9465], [2.7339, 3.9971, -6.2867], [0.2715, 3.6979, -6.5478], [-0.8531, 1.7451, -5.4775], [0.4564, 0.2067, -4.0431], [7.7043, -0.8061, -5.4174], [10.1528, -0.6193, -4.9515]],
  "atomic_forces_ev_per_a": [[-0.36, -0.05, 0.30], [0.25, -0.13, -0.12], [-0.06, -0.26, -0.15], [0.17, 0.20, -0.13], [-0.48, -0.19, -0.06], [0.13, 0.28, 0.02], [-0.06, -0.04, 0.09], [0.05, 0.01, -0.10], [-0.06, -0.19, 0.48], [0.16, 0.24, -0.20], [-0.14, 0.23, 0.17], [0.20, 0.03, -0.16], [-0.27, -0.35, -0.21], [0.55, -0.13, -0.39], [-1.59, 0.83, 1.00], [0.46, 1.53, 1.23], [0.22, -1.19, 0.16], [-0.76, -1.53, 0.05], [-0.16, 0.71, -0.57], [-0.82, -0.17, -0.29], [1.20, 1.62, -0.39], [-1.79, -2.19, 1.42], [1.78, 0.18, 0.81], [-0.39, 0.74, -2.24], [0.19, -0.36, 0.79], [0.75, 0.34, -0.02], [0.67, 1.67, 0.24], [-0.66, -0.97, 0.55], [0.40, -0.12, -0.02], [-0.07, -0.11, -0.12], [-0.18, 0.03, 0.13], [0.42, 0.45, -0.27], [0.15, -0.25, 0.01], [-0.35, -0.18, -0.12], [0.18, 0.45, 0.04], [-0.06, -0.12, 0.45], [-0.11, -0.03, -0.74], [0.06, -0.32, -0.16], [-0.12, -0.08, 0.01], [0.21, -0.08, -0.41], [0.14, 0.25, 0.17], [0.75, -0.93, -0.95], [-0.48, 0.69, 1.02], [0.27, 0.15, -0.58], [0.38, 0.08, -0.29], [0.11, -0.14, -0.20], [-0.12, -0.43, 0.05], [-0.11, -0.43, -0.22], [-0.20, -1.57, -0.63], [-0.04, -0.08, -0.12], [0.34, -0.09, 0.02], [-0.06, 0.25, -0.05], [-0.10, 0.02, 0.16], [-0.21, 0.20, -0.21], [0.26, -0.03, 0.01], [-0.10, 0.08, 0.22], [0.19, -0.09, 0.04], [-0.12, -0.08, -0.19], [0.15, 0.21, 0.27], [-0.17, -0.09, 0.23], [-0.30, -0.22, 0.02], [0.24, -0.03, 0.13], [0.00, 0.10, -0.21], [-0.07, -0.15, 0.09], [0.01, 0.14, 0.11], [0.02, -0.17, -0.01], [-0.23, 0.11, -0.17], [0.01, 0.09, 0.19], [-0.02, 0.08, -0.25], [0.27, -0.16, 0.21], [-0.05, 0.19, 0.13], [-0.30, -0.08, -0.08], [-0.12, 0.35, -0.11], [0.10, 0.27, 0.13], [-0.06, -0.20, 0.44], [0.11, 0.17, -0.06], [-0.14, -0.07, -0.17], [0.16, -0.18, 0.08], [0.01, 0.13, 0.28], [0.18, -0.19, -0.09], [-0.31, 0.02, -0.23], [0.03, 0.02, 0.26], [-0.29, -0.05, -0.13], [0.17, 0.16, -0.16], [-0.05, 0.26, -0.42], [0.07, 0.19, -0.08], [0.40, 0.35, 0.10], [-0.02, -0.04, -0.19], [0.21, -0.11, 0.05], [-0.08, 0.18, 0.13], [-0.41, 0.09, -0.21], [0.01, 0.26, 0.07], [0.07, -0.21, 0.18], [-0.29, 0.03, 0.00], [0.18, -0.20, 0.17], [0.05, 0.05, -0.22], [-0.06, 0.57, 0.15], [0.32, 0.27, -0.23], [0.17, -0.12, -0.17], [-0.12, -0.39, 0.01], [-0.33, -0.03, 0.30], [0.10, 0.05, -2.26], [0.05, -0.06, 1.70], [0.09, -1.70, 2.01], [-1.70, -0.89, 0.55], [1.89, 1.17, -0.70], [0.69, -2.19, 0.54], [-0.60, 2.72, -0.52], [1.11, 0.33, -0.08], [0.21, 0.23, 0.18], [-1.19, 1.06, 0.17], [-0.76, -0.63, 0.76], [-0.67, 0.17, -0.88], [1.80, 0.71, 0.15], [0.10, 0.02, -0.23], [0.01, -0.62, -0.33], [-0.18, 0.06, -0.36], [-0.66, 0.21, 0.33], [0.35, 0.16, -0.07], [0.00, -0.20, 0.28], [-0.04, -0.02, -0.11], [-0.64, 0.98, 0.29], [-0.18, -0.42, -0.20], [0.02, -0.17, 0.39], [0.13, -0.33, -0.12], [0.22, 0.24, 0.32], [0.31, -0.08, -0.29], [-0.85, -0.62, -1.30], [0.17, -0.18, -0.27], [-0.38, -0.02, -0.15], [-0.12, -0.33, -0.10], [0.43, -0.12, -0.12], [-0.20, 0.01, -0.33], [-0.32, 0.21, 0.17], [0.06, 0.36, 0.28], [0.38, -0.03, 0.26], [0.40, -0.16, -0.09], [-0.39, -0.05, -0.47], [-0.15, -0.19, 0.32], [0.15, -0.16, 0.09], [0.17, 0.20, 0.22], [0.10, -0.17, -0.50], [0.29, 0.30, 0.28], [-0.28, 0.20, 0.35]]
}